Molecular formula: C34H46O33
Method: DFT, wB97M-V/def2-TZVPD

As for the HOMO energy (spin up / spin down): -0.58 / -8.59 eV. The HOMO-LUMO gap (spin up / spin down) is 2.13 / 10.11 eV. The calculation puts the energy at -103568.64854 eV. The net charge is -1. As for the multiplicity: 2.

```
113
Properties=species:S:1:pos:R:3:forces:R:3
C -19.0637 8.6770 -6.9911 1.13 -0.41 -1.83
C -17.9351 9.3326 -7.8086 -0.13 0.86 0.45
O -17.1818 9.9777 -6.7102 0.48 0.56 -1.98
C -17.4327 9.3234 -5.5898 3.01 2.30 1.16
O -16.8345 9.4476 -4.5539 0.36 0.25 -0.05
O -18.4090 8.5585 -5.7303 -5.03 -3.61 0.06
H -19.3625 7.7007 -7.3728 0.36 -0.11 0.29
H -19.9493 9.3083 -7.0639 0.07 0.11 0.95
H -18.3197 10.0907 -8.4909 0.13 0.14 0.23
H -17.2574 8.7033 -8.3854 -0.19 -0.42 0.42
C -21.1338 6.4720 -9.2441 1.38 -1.87 -0.70
C -21.9489 5.9121 -10.3657 -1.05 -0.88 -1.17
O -23.2065 6.6180 -10.2403 0.08 -0.03 -0.52
C -22.9514 7.7543 -9.5876 -2.61 1.20 -0.30
O -23.7245 8.7061 -9.5371 1.89 -1.71 0.16
O -21.7892 7.6427 -8.9785 0.17 3.00 1.62
H -20.1438 6.6910 -9.6442 0.10 -0.01 0.48
H -21.0697 5.8139 -8.3775 -0.07 0.18 0.18
H -22.1992 4.8513 -10.3778 0.27 0.06 0.39
H -21.5134 6.1512 -11.3359 -0.06 0.18 -0.05
C -16.4050 3.0365 -7.2212 0.84 -1.28 0.31
C -17.8251 3.2396 -6.7865 0.13 -2.16 1.83
O -18.1242 4.4829 -7.2723 -3.82 1.10 0.65
C -17.0808 5.0562 -7.7223 -0.62 4.74 -1.65
O -17.0255 6.2171 -8.1060 -0.51 -0.08 0.29
O -16.1118 4.2829 -7.8143 4.38 -2.52 -1.25
H -16.2680 2.1594 -7.8537 0.05 0.45 -0.66
H -15.6508 2.9580 -6.4382 -0.36 -0.24 0.55
H -17.8258 3.2568 -5.6966 -0.34 0.18 0.32
H -18.5712 2.5066 -7.0933 0.20 0.00 -0.41
C -16.9775 14.0165 -8.5013 0.74 -1.08 -1.34
C -18.4076 13.6333 -8.1904 0.38 0.44 1.24
O -18.2974 13.3777 -6.7609 -0.20 -0.12 0.69
C -17.0615 13.6616 -6.2695 0.10 -1.81 1.50
O -16.6400 13.3300 -5.1603 -1.40 1.34 -2.67
O -16.3470 14.2215 -7.2360 0.88 0.72 -0.48
H -16.7962 14.8101 -9.2262 -0.39 0.77 0.73
H -16.4988 13.1950 -9.0342 0.20 -0.23 0.73
H -18.7414 12.6887 -8.6198 -0.01 0.42 -0.32
H -19.0774 14.4764 -8.3595 -0.37 -0.37 0.14
C -15.6440 11.7045 -12.4388 -0.63 1.74 -0.30
C -16.1349 12.9820 -11.7409 1.08 0.53 -0.39
O -17.3141 12.6019 -11.1120 -0.67 -1.14 0.37
C -17.5546 11.2619 -11.3004 -3.15 -0.16 2.33
O -18.5447 10.7443 -10.7320 3.94 1.13 -2.53
O -16.6347 10.7140 -12.1283 -0.41 0.32 0.83
H -14.6519 11.5362 -12.0197 -0.19 -0.98 -0.56
H -15.7353 11.9845 -13.4882 0.71 -1.03 -0.23
H -16.3296 13.8274 -12.4008 -0.23 -0.22 -0.31
H -15.3316 13.3253 -11.0890 -0.49 -0.05 0.72
C -21.9300 11.3455 -8.4421 0.27 -1.38 1.40
C -23.2612 11.2026 -7.6373 2.18 -0.81 0.37
O -23.3450 12.4353 -6.9415 1.75 2.65 -0.39
C -22.0654 13.0844 -6.9788 0.15 3.04 2.16
O -21.7204 14.1560 -6.4012 -2.18 -4.71 -2.36
O -21.1804 12.3656 -7.7015 -1.72 0.09 -0.77
H -22.0271 11.4647 -9.5212 0.10 0.78 0.19
H -21.3114 10.4680 -8.2536 -0.28 -0.25 -0.52
H -23.0926 10.4992 -6.8220 -0.05 -0.53 -0.22
H -24.0860 10.8113 -8.2329 -0.25 1.00 0.06
C -14.0245 11.4419 -4.7367 -0.38 -1.01 2.49
C -13.8378 10.1424 -3.8041 -1.44 0.93 -2.04
O -12.5025 10.2361 -3.4093 0.66 -1.39 1.05
C -11.8904 11.3503 -3.7761 -1.49 1.06 -0.24
O -10.8089 11.6843 -3.4016 -0.18 0.06 -0.62
O -12.7763 12.0880 -4.5376 2.02 0.10 -0.52
H -14.7226 12.1684 -4.3209 -0.45 -0.49 -0.40
H -14.2915 11.1106 -5.7402 0.53 0.59 -0.08
H -14.0021 9.2750 -4.4435 0.30 -0.20 0.19
H -14.5506 10.0490 -2.9848 0.37 0.35 0.21
C -20.3323 10.5385 -4.4609 0.59 -0.12 -0.39
C -19.8587 11.9126 -4.0148 1.28 -1.28 -0.01
O -21.0028 12.5338 -3.5684 -3.06 0.01 0.85
C -22.1236 11.6945 -3.6984 -2.41 2.19 -0.66
O -23.3089 12.0366 -3.5654 4.23 -1.08 0.16
O -21.7448 10.5044 -4.1959 0.66 0.08 -0.14
H -19.8002 9.7384 -3.9464 -0.44 -0.08 0.12
H -20.0686 10.4828 -5.5171 -0.86 -0.38 -0.10
H -19.3852 12.4551 -4.8330 -0.17 0.20 0.20
H -19.1346 11.7160 -3.2241 0.02 0.73 0.25
C -16.7768 7.4282 -12.6504 -1.35 -0.27 3.04
C -17.4121 6.8858 -11.3178 2.13 0.82 0.96
O -18.7271 7.4763 -11.2549 0.66 -0.57 -1.50
C -19.0374 7.6306 -12.5681 -3.87 2.05 -0.57
O -20.1479 7.9746 -13.0066 3.02 -1.35 1.51
O -17.9796 7.4810 -13.3321 -0.99 -0.31 -3.45
H -16.0276 6.7558 -13.0686 -0.25 0.28 -0.22
H -16.5239 8.4784 -12.5045 0.98 -0.30 -0.03
H -16.8220 7.3020 -10.5013 -0.34 -0.53 0.31
H -17.4807 5.7990 -11.2689 0.01 0.06 0.01
C -13.8210 8.6416 -7.9264 -0.60 -1.16 0.23
C -14.5082 8.2042 -9.1739 -0.26 -2.55 -0.69
O -14.9337 9.3228 -9.8770 0.00 2.76 0.77
C -14.8001 10.4042 -9.0198 0.52 -1.18 0.31
O -15.0917 11.5256 -9.3020 0.09 -0.55 0.20
O -14.2586 9.9780 -7.8112 -0.13 1.48 -1.33
H -12.7525 8.4266 -7.9366 0.13 0.92 0.20
H -14.3141 8.0238 -7.1759 0.52 0.38 0.67
H -15.3700 7.6274 -8.8380 -0.15 -0.24 -0.58
H -13.8915 7.6116 -9.8496 -0.03 -0.15 0.15
C -20.5446 6.2486 -4.6141 -0.75 -0.97 -0.68
C -20.5474 6.0489 -3.1271 1.66 2.61 0.02
C -19.1423 6.3292 -2.4509 -2.50 -0.61 0.21
O -19.6240 7.0218 -1.2750 1.61 -0.41 0.71
C -20.7862 7.6354 -1.4859 -0.35 2.79 1.58
O -21.2112 8.5334 -0.7531 0.67 -2.49 -1.86
O -21.3055 7.2290 -2.6339 -0.61 -1.18 -0.09
H -19.6584 5.8610 -5.1166 0.00 -0.15 0.11
H -20.6839 7.2883 -4.9102 0.18 0.02 0.39
H -21.4248 5.7080 -4.9622 0.06 0.00 -0.59
H -21.0091 5.1304 -2.7646 0.01 0.13 -0.02
H -18.4662 6.9609 -3.0270 -0.15 0.04 -0.04
H -18.6894 5.3778 -2.1719 0.21 0.30 0.18
```
Positions in Å, forces in eV/Å.

Results of the Löwdin charge analysis, in e, for atoms 1 through 6:
1 C -0.074
2 C -0.029
3 O 0.076
4 C -0.688
5 O 0.142
6 O 0.074

Molecular formula: C34H47BFeN11O2S4
Method: DFT, wB97M-V/def2-TZVPD

As for the HOMO energy (spin up / spin down): -9.04 / -9.29 eV. The HOMO-LUMO gap (spin up / spin down) is 6.07 / 6.33 eV. The calculation puts the energy at -134912.64197 eV. The net charge is +1. As for the multiplicity: 5. The calculation puts the relative energy (zero: lowest compared OMol25 entry of this formula, charge and spin) at 65.4 kJ/mol.

```
100
Properties=species:S:1:pos:R:3:forces:R:3
Fe 0.2753 -0.8629 0.0650 0.27 -1.27 -0.34
N 0.8735 -1.2274 -2.1759 -0.40 0.07 0.06
C 0.2510 -2.4543 -2.6670 0.11 -0.18 0.05
C 0.9314 -3.0697 -3.9029 -0.02 0.07 0.20
C 2.4554 -3.2690 -3.8715 -0.14 -0.07 0.04
C 2.9913 -4.2472 -2.8162 -0.07 0.24 -0.25
N 2.2183 -5.4782 -2.7851 -0.50 0.17 0.40
C 2.3690 -6.5423 -3.5255 -0.03 -0.10 -0.05
N 3.4587 -6.7450 -4.2837 0.00 0.11 0.02
N 1.3891 -7.4603 -3.5317 0.04 -0.02 0.02
C 0.0164 -3.4108 -1.4646 -0.01 -0.09 -0.08
O -0.0524 -4.6472 -1.6629 0.22 0.00 -0.20
O -0.1695 -2.8535 -0.3602 -0.12 -0.16 0.06
H 0.6751 -0.4258 -2.7623 -0.04 0.12 -0.01
H 1.8766 -1.3464 -2.0865 0.03 0.14 0.18
H -0.7710 -2.1944 -2.9641 0.02 0.00 -0.04
H 0.7249 -2.3986 -4.7400 -0.02 -0.08 -0.07
H 0.4360 -4.0180 -4.1189 -0.02 0.02 -0.05
H 2.9523 -2.3056 -3.7291 0.08 -0.04 0.00
H 2.7479 -3.6257 -4.8630 0.03 0.05 -0.02
H 2.9181 -3.8037 -1.8231 0.08 -0.06 0.05
H 4.0481 -4.4507 -3.0007 0.01 0.00 0.12
H 1.2882 -5.3310 -2.3017 0.18 0.00 -0.18
H 4.2207 -6.0935 -4.2395 0.03 -0.03 0.01
H 3.6168 -7.6153 -4.7566 -0.05 -0.02 -0.01
H 0.5639 -7.2967 -2.9784 0.00 -0.02 0.00
H 1.4879 -8.3410 -4.0009 0.01 -0.01 0.00
C 0.0634 -4.1915 3.0074 -0.14 -0.10 -0.14
N 1.2212 -3.3399 3.1794 0.13 0.28 0.00
C 2.4734 -3.7287 3.6002 0.09 -0.07 -0.05
C 3.2376 -2.6143 3.6190 0.06 -0.13 0.03
N 2.4664 -1.5518 3.2169 -0.17 -0.04 0.30
B 2.9589 -0.0888 3.1654 -0.10 -0.08 -0.13
N 3.7509 0.1768 1.8274 0.02 -0.01 -0.33
C 4.5125 1.3170 1.7029 0.04 0.02 0.08
C 4.8954 1.4480 0.4165 0.02 0.09 0.00
N 4.3716 0.3678 -0.2617 -0.16 -0.01 0.38
C 4.4324 0.1648 -1.6883 0.00 0.01 -0.12
C 3.6582 -0.3975 0.6174 0.35 0.03 -0.09
S 2.8708 -1.8577 0.1791 -0.35 0.09 0.03
C 1.2359 -2.0094 2.9499 0.11 -0.20 0.07
S -0.1516 -1.1334 2.4535 -0.20 0.13 -0.03
H 0.2961 -5.1827 3.3890 0.05 0.02 0.02
H -0.1999 -4.2528 1.9511 0.00 0.03 0.01
H -0.7793 -3.7777 3.5574 0.00 -0.03 0.00
H 2.6999 -4.7520 3.8402 0.00 0.02 0.02
H 4.2704 -2.4865 3.8894 -0.01 0.01 0.00
H 3.7137 0.0971 4.0802 0.12 0.05 0.06
H 2.0089 0.6429 3.1735 0.00 0.07 0.11
H 4.7248 1.9331 2.5588 -0.01 0.01 -0.02
H 5.4855 2.2052 -0.0681 0.02 -0.04 -0.03
H 5.3684 0.5625 -2.0756 0.00 0.02 0.05
H 3.5962 0.6701 -2.1787 0.01 -0.03 -0.01
H 4.3814 -0.9019 -1.8923 0.02 -0.01 0.00
S -0.6763 2.0347 -2.7398 0.05 -0.16 0.57
C -0.7611 2.9348 -1.3383 -0.65 0.28 -1.56
N -1.3781 4.1329 -1.3148 0.36 -0.39 0.38
C -1.2745 4.9479 -0.1167 0.10 -0.03 0.20
C -1.5453 4.0695 1.0762 -0.20 0.31 -0.06
N -0.5624 2.9918 1.0857 -0.18 -0.18 -0.83
C -0.0294 2.5605 2.3815 -0.10 -0.22 0.54
C -1.1137 2.5014 3.4279 0.02 0.17 -0.07
C -2.0842 1.5067 3.3659 -0.08 0.04 -0.05
C -3.1203 1.4845 4.2861 -0.01 0.02 -0.06
C -3.1920 2.4529 5.2783 -0.02 0.03 0.05
C -2.2097 3.4272 5.3665 -0.03 0.01 0.00
C -1.1752 3.4500 4.4420 0.01 -0.05 -0.03
C -0.1656 2.4480 -0.0627 0.84 -0.34 1.38
S 1.0761 1.2885 -0.0312 0.46 1.23 -0.62
C -2.1373 4.6747 -2.4353 -0.15 0.11 -0.11
C -3.5895 4.8367 -2.0545 0.03 0.07 0.07
C -4.1506 6.0930 -1.8638 0.06 -0.01 -0.05
C -5.4799 6.2223 -1.4843 -0.03 -0.01 0.05
C -6.2540 5.0908 -1.2829 -0.02 0.03 0.00
C -5.7006 3.8312 -1.4744 0.02 -0.05 0.05
C -4.3743 3.7042 -1.8529 0.01 -0.04 0.02
H -1.9927 5.7624 -0.1693 -0.05 -0.04 -0.01
H -0.2657 5.3696 -0.0411 -0.06 0.09 -0.04
H -2.5580 3.6591 1.0175 0.02 0.00 0.09
H -1.4604 4.6358 2.0004 0.04 -0.05 0.03
H 0.7575 3.2566 2.6875 0.00 0.00 -0.10
H 0.4210 1.5762 2.2585 -0.03 0.12 0.01
H -2.0095 0.7422 2.6004 -0.05 0.08 0.04
H -3.8758 0.7106 4.2353 0.01 -0.02 0.01
H -4.0116 2.4481 5.9848 0.02 -0.04 0.02
H -2.2538 4.1744 6.1479 0.01 -0.01 0.01
H -0.4057 4.2114 4.5071 -0.01 0.01 0.01
H -2.0379 3.9780 -3.2618 0.06 0.06 -0.02
H -1.7055 5.6333 -2.7344 0.03 -0.01 0.05
H -3.5424 6.9785 -2.0128 -0.02 0.01 -0.03
H -5.9068 7.2057 -1.3377 0.00 0.00 0.00
H -7.2862 5.1864 -0.9729 -0.01 0.01 -0.04
H -6.3088 2.9480 -1.3251 0.00 0.00 -0.01
H -3.9344 2.7219 -1.9939 -0.01 0.01 -0.04
C -4.3039 -0.6708 0.6475 -0.26 -0.09 0.08
C -2.9560 -0.5027 0.1515 0.20 0.12 -0.16
N -1.8871 -0.3635 -0.2364 -0.01 -0.10 0.11
H -4.5336 -1.7327 0.7248 0.02 0.01 0.01
H -5.0139 -0.2021 -0.0324 0.02 0.02 0.02
H -4.3871 -0.2149 1.6334 -0.01 0.02 -0.01
```
Positions in Å, forces in eV/Å.

Results of the Löwdin charge analysis, in e, for atoms 1 through 6:
1 Fe 0.246
2 N 0.007
3 C -0.271
4 C -0.139
5 C -0.159
6 C -0.150

Question: multiplicity of number 2 (C34H47BFeN11O2S4)?
Answer: 5

Question: Which of these has the highest energy?
Answer: C34H46O33

Question: Among the records above, which one has the lowest energy?
Answer: C34H47BFeN11O2S4